No. 1
A structure of composition C41H36FeGeN2OPS, computed with ωB97M-V with the def2-TZVPD basis set.

Properties
LUMO (alpha / beta) = -5.4 / -8.2 eV
Spin multiplicity = 6
Highest occupied orbital energy (alpha / beta) = -11.8899 / -12.7050 eV
Charge = +2
<S²> = 8.806
Energy relative to the best compared isomer or geometry (same formula, charge and spin) = 38.35 kcal per mole

Each line ends with the Mulliken charge.
CARTESIAN COORDINATES (ANGSTROEM)
Fe: 0.321 -1.330 -0.827  0.10
O: 3.358 -1.352 -1.830  -0.44
N: 2.426 -1.578 -0.643  -0.03
C: 3.231 -1.618 0.402  -0.32
C: 2.880 -1.857 1.759  0.58
C: 3.995 -2.091 2.622  -0.93
C: 3.864 -2.275 3.972  -0.75
C: 2.601 -1.984 4.578  -0.73
C: 1.495 -1.642 3.749  -0.56
C: 1.581 -1.781 2.375  0.78
P: -0.032 -1.680 1.466  1.32
C: -1.242 -0.531 2.247  0.39
C: -0.818 0.586 2.878  0.15
C: -1.674 1.482 3.454  -0.92
C: -3.042 1.269 3.386  -0.71
C: -3.482 0.032 2.945  -1.08
C: -2.617 -0.817 2.269  -0.69
C: -0.677 -3.358 1.806  0.50
C: -0.126 -4.367 0.941  -0.64
C: -0.435 -5.739 1.106  -0.70
C: -1.427 -6.098 1.985  -0.49
C: -2.116 -5.121 2.657  -0.69
C: -1.658 -3.806 2.708  -0.19
H: 3.144 -2.197 -2.268  0.31
H: 4.309 -1.421 0.222  0.28
H: 4.992 -2.122 2.171  0.43
H: 4.689 -2.691 4.577  0.42
H: 2.415 -2.167 5.608  0.44
H: 0.514 -1.425 4.127  0.51
H: 0.268 0.838 2.857  0.37
H: -1.250 2.254 4.032  0.58
H: -3.809 1.983 3.716  0.46
H: -4.534 -0.247 3.039  0.44
H: -2.946 -1.727 1.756  0.77
H: 0.522 -4.086 0.146  0.29
H: 0.133 -6.542 0.533  0.33
H: -1.603 -7.161 2.123  0.41
H: -3.042 -5.333 3.227  0.39
H: -1.987 -3.199 3.548  0.47
S: -0.764 -2.555 -2.121  -0.74
C: -2.490 -2.138 -2.217  0.05
N: -3.229 -2.763 -3.162  -0.01
C: -4.556 -2.423 -3.347  -0.33
C: -5.182 -1.509 -2.530  -0.79
C: -4.412 -0.901 -1.550  -0.33
C: -3.143 -1.273 -1.301  0.42
H: -2.718 -3.466 -3.753  0.33
H: -5.031 -2.885 -4.191  0.43
H: -6.233 -1.391 -2.647  0.47
H: -4.820 -0.157 -0.879  0.49
H: -2.580 -0.960 -0.478  0.03
C: 1.387 0.730 -3.613  -1.25
Ge: 1.126 0.824 -1.531  0.60
C: 2.565 1.804 -0.722  0.39
C: 3.778 1.593 -1.346  -0.07
C: 4.874 2.414 -1.013  -0.69
C: 4.750 3.438 -0.085  -0.62
C: 3.528 3.648 0.501  -0.53
C: 2.431 2.785 0.232  0.25
C: -0.160 2.256 -1.414  0.20
C: -1.246 1.990 -0.559  0.11
C: -2.292 2.921 -0.529  -0.90
C: -2.356 3.986 -1.452  -0.76
C: -1.310 4.256 -2.316  0.16
C: -1.247 5.409 -3.101  -0.60
C: -0.056 5.853 -3.691  -0.55
C: 1.126 5.121 -3.502  -0.97
C: 1.112 4.011 -2.652  0.35
C: -0.103 3.459 -2.161  0.89
H: 1.127 1.704 -4.105  0.40
H: 0.707 0.011 -4.025  0.42
H: 2.453 0.428 -3.873  0.29
H: 3.917 0.767 -2.011  0.23
H: 5.855 2.110 -1.461  0.37
H: 5.650 4.101 0.067  0.35
H: 3.368 4.525 1.202  0.36
H: 1.560 2.826 0.914  0.22
H: -1.252 1.127 0.051  -0.02
H: -3.062 2.755 0.275  0.41
H: -3.214 4.653 -1.513  0.44
H: -2.131 6.039 -3.208  0.42
H: -0.056 6.848 -4.209  0.38
H: 2.082 5.462 -3.945  0.44
H: 2.023 3.470 -2.446  0.39

Forces on the atoms, in the same order (eV/Å):
1.688 1.223 1.591
-2.196 -1.110 1.358
3.352 -0.277 0.726
-0.715 0.217 -2.480
-0.533 -0.075 2.396
-0.279 0.338 -1.446
-1.521 -0.130 1.741
0.319 -0.355 -2.171
1.230 -1.233 0.304
0.490 1.576 -0.507
-0.216 -0.795 0.410
-0.304 -1.595 -0.377
2.568 1.237 0.087
-0.946 0.030 0.007
-0.442 -0.042 0.770
-0.690 -0.232 -1.223
0.537 -0.712 -0.159
0.186 -1.857 -1.108
-1.087 -0.341 1.171
1.613 0.511 -1.027
-0.004 -0.798 -0.368
-0.988 0.471 1.323
0.570 0.354 -0.070
0.419 0.438 -0.420
-0.794 -0.289 -0.088
-0.337 -0.159 0.098
-0.478 0.617 -0.372
0.153 0.241 0.802
-0.090 -0.069 0.657
-0.830 -0.298 0.320
0.203 1.240 0.217
0.695 -0.250 0.263
0.277 0.207 -0.186
-0.208 0.307 0.540
0.652 0.210 -0.434
-0.852 1.332 0.731
-0.474 0.228 -0.010
0.966 -0.186 -0.075
-0.385 0.262 -0.501
-2.710 -1.624 -2.258
1.189 -0.713 0.925
-0.036 0.568 -0.277
0.708 -0.229 0.156
0.864 -1.120 -1.097
-0.951 0.587 1.237
1.032 -1.232 -2.106
-0.956 1.036 0.565
-0.230 -0.322 -0.009
-0.493 0.527 -0.127
-0.418 -0.025 -0.019
0.629 0.815 0.972
1.351 1.007 0.684
-0.150 -0.162 -2.003
0.154 -0.639 -0.394
1.596 1.296 0.772
0.588 -1.701 -0.644
1.551 0.767 -0.948
-1.595 0.831 1.344
0.763 0.882 1.374
-0.549 -0.035 0.232
-0.815 2.702 -1.245
-0.445 -1.078 1.234
-0.831 -0.077 0.191
1.938 -0.929 0.452
0.069 1.126 -0.482
0.096 0.570 -0.103
-0.056 0.889 0.123
-0.950 -1.287 -0.620
-0.150 1.390 -0.198
0.463 -0.734 0.519
-0.329 -0.620 -0.078
-1.379 0.442 0.285
0.048 -0.047 -0.451
-0.882 0.750 0.454
-1.281 -0.720 0.151
0.313 -1.317 -0.763
0.241 0.318 -0.842
-0.049 -0.710 0.621
0.516 0.465 -1.194
0.005 -0.224 0.328
0.103 -0.226 0.024
0.058 -1.315 0.325
-0.749 -0.222 0.368
0.176 0.100 0.028



No. 2
A structure of composition C41H37BCl2CoFN4O7, computed with ωB97M-V with the def2-TZVPD basis set.

Properties
LUMO (alpha / beta) = -0.7 / -0.7 eV
Spin multiplicity = 5
Highest occupied orbital energy (alpha / beta) = -3.6477 / -8.0986 eV
Charge = 0
<S²> = 6.010
Energy relative to the best compared isomer or geometry (same formula, charge and spin) = 0.00 kcal per mole

Each line ends with the Mulliken charge.
CARTESIAN COORDINATES (ANGSTROEM)
Co: -0.201 -0.516 2.005  0.83
Cl: 1.115 4.799 6.320  -0.24
C: 0.466 3.720 5.106  0.33
C: 0.318 4.239 3.825  -0.31
C: -0.034 3.449 2.770  0.18
Cl: 0.138 3.997 1.162  -0.19
C: -0.429 2.060 3.041  0.63
O: -0.608 1.320 1.975  -0.80
C: -0.397 1.578 4.398  0.27
C: -0.830 0.187 4.684  0.00
O: -0.810 -0.769 3.818  -0.51
C: 0.013 2.467 5.425  -0.77
H: 0.553 5.323 3.677  0.35
H: -1.290 0.038 5.682  0.41
H: 0.104 2.217 6.510  0.33
F: 6.103 1.646 1.072  -0.29
C: 5.360 0.808 0.276  0.14
C: 4.127 0.424 0.609  -1.11
C: 3.382 -0.520 -0.094  0.51
C: 2.043 -0.829 0.336  1.50
O: 1.655 -0.401 1.527  -1.17
C: 1.350 -1.655 -0.583  -0.46
C: 1.878 -2.202 -1.716  0.07
N: 3.169 -1.849 -2.124  0.39
C: 3.626 -2.208 -3.425  -0.55
C: 4.407 -3.534 -3.499  -0.42
C: 3.059 -3.407 -4.116  -0.92
C: 3.948 -0.962 -1.288  -0.23
C: 5.228 -0.549 -1.714  -0.71
C: 5.932 0.392 -1.008  -0.09
N: 7.212 0.886 -1.389  0.41
C: 7.714 2.249 -1.070  -0.54
C: 9.136 2.229 -0.561  -1.61
N: 9.636 0.832 -0.817  -0.66
C: 9.436 0.451 -2.280  -1.57
C: 7.953 0.180 -2.448  -0.63
C: 0.006 -2.285 -0.266  0.44
O: -0.387 -3.154 -1.009  -0.70
O: -0.680 -1.775 0.790  -0.62
H: 3.816 0.876 1.541  0.47
H: 1.204 -2.856 -2.356  0.39
H: 3.907 -1.461 -4.138  0.60
H: 4.482 -4.085 -2.566  0.25
H: 5.247 -3.425 -4.135  0.30
H: 2.270 -4.006 -3.656  0.35
H: 3.099 -3.188 -5.188  0.27
H: 5.641 -0.897 -2.638  0.68
H: 6.965 2.807 -0.431  0.49
H: 7.765 2.743 -2.053  0.33
H: 9.244 2.421 0.529  0.52
H: 9.784 2.898 -1.114  0.62
H: 9.099 0.285 -0.158  0.29
H: 10.697 0.838 -0.694  1.16
H: 9.896 -0.468 -2.550  0.64
H: 9.758 1.253 -2.905  0.15
H: 7.690 -0.927 -2.380  0.45
H: 7.641 0.562 -3.450  0.40
C: -8.012 3.404 -2.560  -2.23
C: -7.951 2.810 -1.154  2.28
C: -7.687 3.777 -0.004  -1.51
C: -9.382 2.330 -0.898  -1.57
C: -6.942 1.648 -1.018  0.17
C: -6.199 1.297 -2.143  -0.18
C: -5.189 0.315 -2.106  -1.66
C: -5.124 -0.404 -0.893  0.71
O: -4.350 -1.516 -0.549  -0.45
B: -4.879 -1.989 0.699  0.81
O: -5.836 -1.138 1.152  -0.66
C: -6.027 -0.182 0.175  0.51
C: -6.943 0.862 0.141  -0.95
H: -8.732 4.217 -2.649  0.46
H: -8.311 2.635 -3.269  0.49
H: -7.025 3.783 -2.925  0.43
H: -8.262 4.713 -0.260  0.40
H: -6.614 4.002 0.098  0.35
H: -7.987 3.361 1.012  0.29
H: -10.089 3.103 -1.277  0.43
H: -9.554 1.971 0.110  0.35
H: -9.621 1.502 -1.584  0.37
H: -6.429 1.832 -3.062  0.45
H: -4.498 0.135 -2.930  0.44
H: -7.520 1.138 1.046  0.32
N: -2.017 -7.103 3.974  -0.51
C: -2.533 -6.338 3.302  -0.02
C: -3.181 -5.306 2.604  0.63
C: -2.610 -4.794 1.462  -0.83
C: -3.198 -3.658 0.910  -0.48
C: -4.334 -3.103 1.516  0.86
C: -4.991 -3.704 2.572  -0.81
C: -4.403 -4.826 3.097  -0.64
H: -1.742 -5.314 1.070  0.51
H: -2.682 -3.080 0.164  0.37
H: -5.941 -3.319 2.931  0.46
H: -4.811 -5.306 3.987  0.41

Forces on the atoms, in the same order (eV/Å):
0.104 0.422 0.298
-0.159 -0.252 0.009
-0.790 -0.078 0.627
0.587 1.556 -0.917
-0.481 -1.190 1.524
-0.272 0.041 -0.217
1.262 -0.171 -1.981
-0.532 1.525 1.514
-0.685 -0.749 -0.405
0.168 -0.096 -2.324
-0.390 2.153 3.493
0.618 0.073 1.181
-0.030 -1.176 -0.044
0.489 -0.434 -0.389
-0.296 -0.321 -1.151
-0.873 -0.732 -0.406
1.673 0.128 -2.179
0.457 0.746 2.047
-0.053 0.756 -0.517
0.270 0.456 2.155
1.642 -1.098 -3.383
-1.484 -1.227 1.085
1.860 1.346 -1.169
-1.554 0.939 1.435
0.318 -2.023 0.536
-0.273 1.271 0.152
0.019 0.108 -0.281
-1.114 -1.609 -1.288
-0.413 0.069 -0.101
1.546 1.582 1.650
-1.335 -0.973 0.607
-1.647 0.423 -0.968
0.054 -0.456 0.885
1.242 1.545 -1.789
-1.895 -0.372 1.241
-1.502 0.023 -0.208
-1.181 1.935 1.939
-0.726 -0.505 0.253
0.689 -2.608 -3.401
-0.668 -0.351 0.080
1.301 0.948 0.984
0.158 0.785 0.308
0.164 0.139 -0.241
0.817 -0.642 -0.346
0.140 0.336 -0.618
-0.665 -0.799 0.309
-0.125 -0.201 -0.347
1.197 -0.750 -0.800
-0.299 0.250 0.212
-0.088 -0.228 -0.668
0.097 0.189 -0.029
0.076 -1.370 0.448
0.260 -0.385 0.737
1.241 -0.541 0.217
0.489 0.544 -0.135
0.562 1.425 -0.022
0.035 -0.373 0.406
1.441 0.574 -0.267
-0.472 -0.884 0.924
0.104 1.212 0.341
-0.771 -0.623 -1.687
-1.331 -0.101 -0.879
0.767 -0.186 0.142
-0.307 -0.411 1.436
-0.482 -0.452 0.145
-0.777 -0.001 0.379
0.678 2.315 -1.461
-1.208 0.983 -0.064
0.180 0.477 -0.990
0.830 0.048 0.865
-0.001 0.041 0.265
-0.144 -0.102 -0.030
-0.701 -0.099 0.375
0.601 -0.725 0.798
-0.309 0.232 -0.200
0.078 0.540 -1.420
0.291 -0.213 1.056
-0.231 0.282 0.173
0.211 -0.120 0.252
0.581 -0.220 0.198
-0.356 -0.102 0.226
0.246 -0.379 -0.807
0.542 -0.865 0.476
-0.034 -0.221 0.338
-1.188 0.377 -0.372
0.043 0.337 -0.363
0.590 -0.293 1.152
0.729 -1.000 -1.365
0.007 -0.339 -0.091
0.167 -0.267 1.290
0.067 0.507 -0.153
-0.067 -0.303 -0.498
0.219 -0.056 0.061
-0.004 0.038 -0.252



Electronic energy readings, ordered: -159137.2362 -129473.4847 eV